Molecular formula: C2H3ClO2S
Method: DFT, the ωB97M-V functional and the def2-TZVPD basis

Summary:
Relative energy (zero: lowest compared OMol25 entry of this formula, charge and spin), kJ/mol: 86.05
Kohn-Sham gap, eV: 8.983
HOMO, eV: -9.31

Geometry (Å):
C  0.228  1.091  0.778
C  0.936  1.520  -0.456
O  0.675  0.574  1.772
O  -1.187  3.303  0.687
S  -1.654  1.927  0.999
Cl  -1.725  1.795  3.085
H  1.207  0.657  -0.995
H  0.396  2.116  -1.160
H  1.907  1.999  -0.256



Molecular formula: H14O7
Method: DFT, the ωB97M-V functional and the def2-TZVPD basis

Summary:
Relative energy (zero: lowest compared OMol25 entry of this formula, charge and spin), kJ/mol: 207.75
Kohn-Sham gap, eV: 10.392
Structure (SMILES): O.O.O.O.O.O.O
HOMO, eV: -10.64

Geometry (Å):
O  -2.613  -0.720  -2.805
H  -2.613  -1.235  -1.997
H  -1.866  -0.129  -2.713
O  -0.224  3.101  1.637
H  0.621  3.296  2.041
H  -0.116  2.227  1.262
O  -0.246  0.391  -2.821
H  -0.095  1.305  -3.061
H  0.399  -0.101  -3.330
O  -0.069  0.796  0.274
H  -0.089  0.646  -0.671
H  -0.081  -0.082  0.657
O  2.590  -0.647  1.469
H  2.184  -0.698  2.334
H  2.689  0.291  1.305
O  -2.099  -0.174  3.163
H  -1.873  -0.795  2.470
H  -1.609  -0.478  3.926
O  2.033  -2.259  -0.849
H  1.944  -2.531  -1.763
H  1.134  -2.204  -0.527



Molecular formula: C12H43NO10
Method: DFT, the ωB97M-V functional and the def2-TZVPD basis

Summary:
Relative energy (zero: lowest compared OMol25 entry of this formula, charge and spin), kJ/mol: 0.00
Kohn-Sham gap, eV: 8.744
Structure (SMILES): CC1(C)CCCC(C)(C)N1O.CC(C)O.O.O.O.O.O.O.O.O
HOMO, eV: -9.12

Geometry (Å):
C  3.493  -2.136  -3.223
C  2.998  -1.505  -1.904
C  3.782  -2.131  -0.747
C  3.391  -0.021  -1.947
C  2.422  0.875  -2.702
C  1.012  0.578  -2.233
C  0.592  -0.884  -2.360
C  -0.722  -1.021  -1.617
C  0.443  -1.254  -3.830
N  1.581  -1.672  -1.670
O  1.225  -3.050  -1.688
H  3.203  -3.188  -3.274
H  3.090  -1.641  -4.103
H  4.580  -2.091  -3.218
H  3.635  -1.569  0.180
H  3.448  -3.148  -0.513
H  4.848  -2.183  -0.958
H  3.665  0.399  -0.973
H  4.346  0.031  -2.486
H  2.701  1.922  -2.576
H  2.537  0.692  -3.777
H  0.296  1.157  -2.826
H  0.980  0.915  -1.191
H  -0.735  -0.538  -0.636
H  -0.846  -2.089  -1.411
H  -1.618  -0.687  -2.138
H  1.100  -0.669  -4.478
H  -0.566  -1.096  -4.208
H  0.724  -2.300  -3.965
H  1.271  -3.316  -0.763
C  -2.812  -3.294  0.605
C  -3.056  -1.981  1.337
C  -4.335  -2.039  2.148
O  -1.920  -1.704  2.169
H  -1.884  -3.246  0.022
H  -3.574  -3.444  -0.166
H  -2.689  -4.132  1.288
H  -3.085  -1.154  0.613
H  -5.185  -2.145  1.484
H  -4.439  -1.075  2.659
H  -4.213  -2.771  2.945
H  -1.211  -1.397  1.594
O  -2.029  5.435  1.815
H  -2.285  4.903  1.052
H  -1.660  6.246  1.451
O  0.792  2.707  3.814
H  1.147  2.939  2.948
H  0.005  3.256  3.940
O  0.834  3.589  1.101
H  1.224  4.468  1.027
H  0.586  3.356  0.198
O  -0.922  0.474  4.518
H  -0.969  -0.069  3.722
H  -0.364  1.233  4.269
O  -1.127  1.397  1.173
H  -1.064  2.355  1.256
H  -0.224  1.068  1.306
O  -3.730  2.104  0.280
H  -3.971  2.395  1.165
H  -2.851  1.707  0.389
O  -1.773  3.871  4.190
H  -1.799  4.479  3.428
H  -2.606  3.393  4.138
O  1.071  -0.421  1.253
H  1.371  -0.634  0.348
H  1.873  -0.250  1.760



Molecular formula: C13H10CaF5N
Method: DFT, the ωB97M-V functional and the def2-TZVPD basis

Summary:
Relative energy (zero: lowest compared OMol25 entry of this formula, charge and spin), kJ/mol: 245.07
Kohn-Sham gap (alpha / beta), eV: 5.907 / 5.242
Total charge: -2
HOMO (alpha / beta), eV: -0.77 / -0.05

Geometry (Å):
C  -0.230  1.249  -2.930
C  1.156  1.366  -2.784
C  1.421  2.197  -1.680
C  0.171  2.570  -1.101
C  -0.853  1.969  -1.890
Ca  -0.565  -1.033  -1.258
N  -3.510  -0.156  -1.724
C  0.828  -2.621  -1.375
C  1.772  -2.277  -2.297
H  2.400  2.597  -1.367
H  1.920  0.965  -3.494
H  0.022  3.248  -0.264
H  -1.936  2.093  -1.736
H  -0.773  0.739  -3.768
H  1.502  -1.936  -3.358
H  0.286  -2.340  -0.317
H  -3.578  -1.168  -1.814
H  2.783  -2.541  -2.210
H  0.027  -3.369  -1.706
F  1.361  -1.897  1.794
C  0.472  -1.052  2.409
C  -0.277  -0.148  1.676
C  -0.932  0.829  2.401
F  -1.551  1.886  1.786
C  -0.994  0.810  3.822
F  -1.678  1.758  4.497
C  -0.328  -0.203  4.529
F  -0.402  -0.262  5.878
C  0.408  -1.144  3.817
F  1.076  -2.129  4.463



Molecular formula: C6H16N
Method: DFT, the ωB97M-V functional and the def2-TZVPD basis

Summary:
<S²>: 0.76
Relative energy (zero: lowest compared OMol25 entry of this formula, charge and spin), kJ/mol: 403.28
Kohn-Sham gap (alpha / beta), eV: 5.965 / 11.141
2S+1: 2
HOMO (alpha / beta), eV: -4.97 / -10.31

Geometry (Å):
C  1.105  1.075  -1.173
C  0.545  -0.177  -0.670
C  -0.790  -0.402  -0.671
C  -1.196  0.821  0.305
C  -0.343  0.983  1.515
C  -0.624  -0.166  2.599
N  1.145  -1.845  -1.660
H  0.410  1.656  -1.885
H  1.207  1.919  -0.399
H  2.009  0.954  -1.749
H  1.117  -0.610  0.317
H  -1.212  -0.148  -1.758
H  -1.026  -1.393  -0.296
H  -2.255  0.497  0.696
H  -1.448  1.646  -0.346
H  0.668  1.098  1.231
H  -0.786  2.001  2.078
H  -1.318  -0.852  2.270
H  -0.886  0.379  3.542
H  0.258  -0.729  2.530
H  1.950  -2.589  -1.906
H  0.448  -2.615  -1.906
H  1.022  -1.501  -2.664



Molecular formula: C27H25N4NiO
Method: DFT, the ωB97M-V functional and the def2-TZVPD basis

Summary:
<S²>: 2.01
Kohn-Sham gap (alpha / beta), eV: 6.114 / 6.655
Total charge: +1
2S+1: 3
HOMO (alpha / beta), eV: -9.27 / -9.88

Geometry (Å):
Ni  -0.432  -0.334  0.008
C  -1.381  3.017  2.600
C  -0.421  2.115  1.896
O  -0.706  0.940  1.639
N  0.780  2.622  1.562
C  1.863  1.805  1.039
C  1.872  1.687  -0.463
C  2.745  2.446  -1.224
C  2.722  2.338  -2.604
C  1.812  1.474  -3.184
C  0.972  0.752  -2.358
N  0.999  0.836  -1.025
H  -2.267  2.450  2.865
H  -1.685  3.820  1.925
H  -0.921  3.456  3.486
H  0.939  3.603  1.726
H  1.782  0.813  1.478
H  2.803  2.239  1.373
H  3.438  3.116  -0.730
H  3.399  2.922  -3.214
H  1.742  1.358  -4.257
H  0.233  0.083  -2.774
C  -0.099  -3.431  -3.139
C  -0.559  -2.354  -2.367
N  -0.084  -2.089  -1.167
C  0.856  -2.906  -0.646
C  1.385  -3.991  -1.336
C  0.883  -4.238  -2.628
C  2.389  -4.812  -0.706
C  2.792  -4.562  0.554
C  2.225  -3.471  1.307
C  2.558  -3.205  2.648
C  1.938  -2.178  3.309
C  0.999  -1.399  2.619
N  0.687  -1.614  1.357
C  1.279  -2.643  0.710
H  -0.524  -3.606  -4.117
H  -1.335  -1.690  -2.731
H  1.267  -5.074  -3.200
H  2.803  -5.643  -1.263
H  3.538  -5.187  1.029
H  3.292  -3.824  3.149
H  2.156  -1.961  4.345
H  0.481  -0.580  3.103
C  -2.090  0.238  -1.010
C  -2.948  1.278  -0.377
C  -2.865  2.612  -0.772
C  -3.653  3.600  -0.187
C  -4.550  3.279  0.820
C  -4.640  1.953  1.231
C  -3.849  0.975  0.643
H  -1.789  0.531  -2.018
H  -2.607  -0.727  -1.058
H  -2.185  2.879  -1.577
H  -3.577  4.624  -0.537
H  -5.177  4.040  1.267
H  -5.341  1.676  2.009
H  -3.942  -0.055  0.973



Molecular formula: C14H22N2O3S
Method: DFT, the ωB97M-V functional and the def2-TZVPD basis

Summary:
Relative energy (zero: lowest compared OMol25 entry of this formula, charge and spin), kJ/mol: 132.56
Kohn-Sham gap, eV: 8.463
Structure (SMILES): CCOc1ccccc1N1CCN(S(=O)(=O)CC)CC1
HOMO, eV: -7.74

Geometry (Å):
C  3.610  -2.457  -2.011
C  2.896  -2.066  -0.722
O  1.610  -2.660  -0.616
C  0.672  -2.187  -1.520
C  0.222  -3.074  -2.484
C  -0.693  -2.687  -3.446
C  -1.145  -1.381  -3.448
C  -0.730  -0.495  -2.472
C  0.162  -0.872  -1.464
N  0.605  0.010  -0.480
C  0.323  1.426  -0.582
C  -1.033  1.794  0.034
N  -1.115  1.330  1.405
S  -0.405  2.324  2.562
O  0.716  1.678  3.187
O  -0.200  3.621  1.985
C  -1.748  2.433  3.779
C  -2.942  3.083  3.123
C  -0.796  -0.079  1.540
C  0.561  -0.417  0.908
H  3.058  -2.090  -2.874
H  3.689  -3.539  -2.084
H  4.608  -2.028  -2.022
H  2.819  -0.975  -0.654
H  3.443  -2.440  0.147
H  0.624  -4.076  -2.472
H  -1.028  -3.389  -4.193
H  -1.840  -1.046  -4.204
H  -1.122  0.510  -2.495
H  0.383  1.744  -1.623
H  1.097  1.954  -0.012
H  -1.158  2.876  0.053
H  -1.859  1.335  -0.519
H  -1.355  3.021  4.604
H  -1.944  1.418  4.110
H  -3.749  3.233  3.837
H  -2.645  4.046  2.715
H  -3.301  2.459  2.308
H  -0.774  -0.314  2.604
H  -1.593  -0.652  1.055
H  0.740  -1.488  0.976
H  1.339  0.118  1.462